Molecular formula: C46H79F3O16S6
Method: DFT, ωB97M-V with the def2-TZVPD basis set

Positions of all 150 atoms, in Å:
F  -8.51  0.52  -1.57
C  -7.24  0.80  -1.18
C  -6.75  2.07  -1.33
C  -5.45  2.28  -0.90
C  -4.71  1.29  -0.21
C  -5.32  0.02  -0.04
C  -6.56  -0.23  -0.56
H  -7.30  2.88  -1.80
H  -4.91  3.22  -1.02
H  -3.78  1.55  0.27
H  -4.74  -0.77  0.42
H  -6.98  -1.21  -0.52
F  -2.76  -2.03  0.73
C  -1.76  -1.20  0.36
C  -1.37  -0.20  1.26
C  -0.27  0.60  0.90
C  0.32  0.46  -0.36
C  -0.20  -0.45  -1.26
C  -1.19  -1.36  -0.86
H  -1.92  -0.09  2.23
H  0.08  1.40  1.56
H  1.12  1.15  -0.61
H  0.22  -0.50  -2.23
H  -1.61  -2.09  -1.60
F  -0.71  -0.76  6.38
C  0.41  -0.04  6.09
C  0.77  0.15  4.79
C  1.97  0.75  4.52
C  2.78  1.30  5.51
C  2.34  1.13  6.82
C  1.22  0.38  7.15
H  0.09  -0.18  4.04
H  2.28  0.80  3.52
H  3.65  1.92  5.27
H  2.77  1.57  7.73
H  1.07  0.19  8.21
C  -3.06  3.04  2.73
O  -2.05  3.41  1.79
H  -3.10  2.01  2.80
H  -2.71  3.37  3.67
H  -4.03  3.51  2.52
H  -2.40  3.39  0.93
C  -0.26  -5.74  0.36
O  -0.29  -5.68  -1.04
H  -0.75  -4.93  0.87
H  -0.67  -6.67  0.72
H  0.80  -5.75  0.54
H  -1.11  -5.39  -1.43
C  -3.63  -5.13  -1.42
O  -2.64  -4.53  -2.24
H  -4.55  -4.54  -1.53
H  -3.64  -6.22  -1.70
H  -3.31  -5.01  -0.41
H  -3.04  -3.87  -2.83
C  2.21  -3.38  -2.99
O  0.83  -3.49  -2.93
H  2.64  -4.33  -3.32
H  2.50  -2.54  -3.66
H  2.78  -3.28  -2.08
H  0.48  -4.06  -2.24
C  6.63  2.66  0.71
C  6.29  1.71  -0.45
C  4.85  1.18  -0.36
S  3.99  2.59  0.32
O  2.96  2.35  1.31
O  3.65  3.47  -0.81
C  5.33  3.37  1.14
H  7.41  3.31  0.48
H  6.91  2.06  1.57
H  6.94  0.79  -0.46
H  6.48  2.19  -1.42
H  4.87  0.31  0.29
H  4.50  1.10  -1.38
H  5.20  3.32  2.22
H  5.26  4.40  0.79
C  -2.68  0.84  -3.36
C  -1.73  0.64  -4.55
C  -1.79  -0.82  -4.97
S  -3.45  -1.43  -4.59
O  -3.35  -2.68  -3.83
O  -4.19  -1.44  -5.78
C  -3.96  0.00  -3.56
H  -2.89  1.89  -3.09
H  -2.18  0.45  -2.48
H  -0.72  0.89  -4.18
H  -2.02  1.31  -5.34
H  -1.10  -1.30  -4.28
H  -1.60  -1.13  -5.98
H  -4.34  -0.37  -2.55
H  -4.70  0.49  -4.17
C  0.81  6.10  -1.24
C  0.71  5.34  0.11
C  0.21  3.94  -0.27
S  -0.93  4.21  -1.56
O  -2.36  4.19  -1.09
O  -0.65  3.38  -2.68
C  -0.50  5.93  -1.92
H  1.64  5.65  -1.80
H  1.00  7.16  -1.06
H  0.09  5.86  0.81
H  1.69  5.24  0.57
H  -0.24  3.38  0.58
H  1.08  3.42  -0.70
H  -1.34  6.49  -1.55
H  -0.55  6.07  -2.98
C  -3.93  -1.76  5.57
C  -3.89  -3.26  5.92
C  -2.57  -3.69  5.36
S  -2.45  -3.04  3.78
O  -3.02  -3.96  2.83
O  -1.14  -2.48  3.53
C  -3.65  -1.65  4.05
H  -3.11  -1.34  6.15
H  -4.78  -1.23  5.93
H  -4.76  -3.77  5.39
H  -3.93  -3.45  6.98
H  -2.41  -4.76  5.15
H  -1.66  -3.36  5.87
H  -4.53  -1.85  3.48
H  -3.19  -0.75  3.65
C  3.32  2.78  -4.66
C  4.44  1.87  -5.32
C  4.42  0.51  -4.65
S  2.72  0.30  -4.10
O  2.72  0.25  -2.65
O  2.11  -0.76  -4.86
C  2.06  1.90  -4.65
H  3.12  3.69  -5.25
H  3.62  3.09  -3.66
H  5.45  2.28  -5.42
H  4.17  1.70  -6.35
H  4.94  0.51  -3.70
H  4.76  -0.40  -5.13
H  1.36  2.23  -3.86
H  1.60  1.61  -5.56
C  2.04  -2.78  0.98
C  2.60  -3.39  2.21
C  4.07  -3.50  2.05
S  4.63  -2.02  1.17
O  5.43  -2.41  0.02
O  5.08  -1.01  2.10
C  2.94  -1.49  0.65
H  1.02  -2.36  1.02
H  2.16  -3.34  0.07
H  2.23  -4.40  2.34
H  2.29  -2.87  3.10
H  4.31  -4.34  1.38
H  4.69  -3.48  2.94
H  2.79  -1.19  -0.38
H  2.70  -0.63  1.25

Values from the calculation:
HOMO level (eV): -9.037
Spin multiplicity: 1
Frontier orbital gap (eV): 9.2174
DFT total energy (hartree): -5692.56807
Charge: 0

Atomic partial charges in e from the Mulliken method, atoms 1 to 99: -0.366, 0.569, -0.810, -0.172, -0.049, -0.599, -0.682, 0.449, 0.403, 0.224, 0.512, 0.523, -0.718, 0.234, 0.369, -0.264, 0.808, -0.162, 0.523, -1.105, 0.954, -0.392, -0.149, 0.173, -0.163, 0.212, 0.119, -0.340, -1.118, -0.162, -0.974, 0.602, 0.649, 0.416, 0.304, 0.418, -0.493, -0.307, 0.013, 0.289, 0.311, 0.134, -0.456, -0.553, 0.117, 0.382, 0.176, 0.380, -0.524, -0.615, 0.345, 0.239, 0.070, 0.531, -0.228, -0.333, 0.403, -0.019, -0.009, 0.238, -0.696, -0.914, 2.221, 1.548, -0.518, -0.772, -1.120, 0.428, 0.301, 0.460, 0.345, -1.374, -0.905, 0.326, 0.437, 0.386, 0.044, -0.512, 1.007, -0.686, -0.714, -0.494, 0.608, -0.780, -0.679, 0.612, -0.088, 0.638, -0.120, 0.549, -0.496, -0.833, 1.415, 1.296, -0.804, -0.567, -1.047, 0.168, 0.444



Molecular formula: C46H91NO16Rb
Method: DFT, ωB97M-V with the def2-TZVPD basis set

Positions of all 155 atoms, in Å:
Rb  -3.43  2.97  -2.14
O  -7.66  0.99  -2.96
C  -6.59  1.31  -2.26
O  -6.63  1.92  -1.10
O  -5.55  1.13  -2.92
H  -7.06  0.76  -3.67
C  -0.28  2.13  2.15
C  -0.56  2.10  0.61
C  0.67  1.37  -0.02
C  0.64  -0.13  0.19
C  -0.70  -0.80  -0.20
C  -1.97  -0.09  0.34
N  -1.84  1.42  0.21
O  -2.94  2.15  0.69
C  -2.27  -0.68  1.70
C  -3.12  -0.60  -0.63
C  -0.56  3.54  0.04
H  -1.12  2.35  2.81
H  0.46  2.84  2.50
H  0.07  1.19  2.58
H  1.66  1.71  0.30
H  0.68  1.59  -1.09
H  0.90  -0.37  1.22
H  1.48  -0.68  -0.23
H  -0.61  -1.80  0.22
H  -0.72  -0.88  -1.29
H  -1.41  -0.82  2.35
H  -2.54  -1.73  1.60
H  -3.02  -0.21  2.33
H  -3.22  -0.02  -1.54
H  -4.10  -0.46  -0.18
H  -3.01  -1.60  -1.05
H  -1.30  4.20  0.49
H  -0.87  3.70  -1.00
H  0.37  4.08  0.23
C  4.00  -1.79  -0.92
C  4.42  -2.22  0.52
O  5.07  -3.26  0.78
C  3.70  -1.55  1.68
H  2.91  -1.76  -1.01
H  4.29  -2.47  -1.73
H  4.33  -0.75  -0.97
H  3.44  -0.60  1.21
H  4.42  -1.38  2.47
H  2.81  -2.07  2.03
C  4.40  2.10  0.51
C  5.66  1.41  0.91
O  6.08  1.40  2.05
C  6.60  1.08  -0.25
H  4.70  3.10  0.20
H  3.83  2.23  1.43
H  3.84  1.50  -0.20
H  7.33  0.33  0.03
H  7.26  1.90  -0.53
H  5.97  0.75  -1.08
C  2.51  -0.05  -3.39
C  3.72  0.10  -4.22
O  4.80  -0.28  -3.90
C  3.54  0.79  -5.63
H  1.69  0.52  -3.83
H  2.57  0.17  -2.32
H  2.03  -1.02  -3.51
H  2.71  0.28  -6.13
H  4.39  0.64  -6.29
H  3.26  1.84  -5.67
C  -0.40  -0.22  5.76
C  -0.69  -0.42  7.20
O  -1.81  -0.56  7.59
C  0.46  -0.41  8.17
H  0.56  -0.68  5.53
H  -0.25  0.84  5.55
H  -1.16  -0.63  5.10
H  0.21  -1.20  8.88
H  0.66  0.63  8.41
H  1.37  -0.75  7.68
C  1.76  6.47  4.06
C  1.64  6.19  2.56
O  2.21  5.29  1.97
C  0.69  7.12  1.78
H  1.44  7.43  4.47
H  2.82  6.48  4.35
H  1.21  5.65  4.52
H  1.24  8.06  1.67
H  -0.13  7.19  2.49
H  0.28  6.74  0.85
C  0.11  -4.95  4.02
C  -0.82  -4.20  3.12
O  -1.65  -3.45  3.64
C  -0.91  -4.65  1.62
H  -0.17  -5.97  4.30
H  0.20  -4.42  4.97
H  1.09  -5.16  3.58
H  -0.52  -5.65  1.43
H  -0.20  -3.97  1.13
H  -1.89  -4.51  1.18
C  1.30  -6.13  -3.50
C  0.77  -5.27  -2.28
O  -0.18  -5.66  -1.63
C  1.50  -3.93  -1.97
H  0.49  -6.44  -4.16
H  1.76  -7.00  -3.03
H  2.04  -5.65  -4.14
H  1.11  -3.31  -2.77
H  2.58  -4.08  -2.09
H  1.20  -3.36  -1.09
C  -0.32  7.63  -2.78
C  0.21  6.25  -2.65
O  -0.42  5.33  -3.18
C  1.58  6.13  -2.04
H  0.49  8.28  -3.11
H  -0.64  7.88  -1.77
H  -1.19  7.72  -3.43
H  1.78  6.84  -1.24
H  2.33  6.31  -2.81
H  1.53  5.09  -1.71
C  -5.30  -4.24  -4.87
C  -4.35  -4.01  -3.65
O  -4.73  -3.97  -2.46
C  -2.82  -3.80  -3.91
H  -5.47  -5.32  -4.97
H  -5.09  -3.84  -5.86
H  -6.25  -3.76  -4.66
H  -2.48  -3.00  -3.25
H  -2.78  -3.67  -4.99
H  -2.38  -4.75  -3.59
C  3.37  2.10  4.41
C  3.46  1.09  5.52
O  3.47  -0.09  5.26
C  3.47  1.53  6.97
H  4.34  2.15  3.91
H  2.95  3.02  4.82
H  2.67  1.68  3.69
H  4.53  1.75  7.06
H  3.30  0.65  7.59
H  3.01  2.49  7.22
C  -2.22  1.39  -6.95
C  -2.12  1.05  -5.44
O  -1.61  1.91  -4.71
C  -2.53  -0.26  -4.95
H  -1.72  2.35  -7.07
H  -3.30  1.53  -7.05
H  -1.86  0.52  -7.49
H  -3.62  -0.33  -5.03
H  -2.18  -0.51  -3.95
H  -2.16  -1.03  -5.63
C  -5.01  -3.75  0.81
C  -6.07  -4.81  0.86
O  -7.13  -4.69  1.46
C  -5.76  -6.08  0.05
H  -4.43  -3.73  -0.11
H  -4.25  -4.16  1.48
H  -5.36  -2.80  1.20
H  -4.70  -6.27  0.21
H  -5.96  -5.91  -1.01
H  -6.31  -6.94  0.40

Values from the calculation:
HOMO level (spin up / spin down) (eV): -7.447 / -7.447
Spin multiplicity: 2
Frontier orbital gap (spin up / spin down) (eV): 7.2114 / 6.5012
DFT total energy (hartree): -3089.79666
Charge: 0

Atomic partial charges in e from the Mulliken method, atoms 1 to 99: 0.758, -0.513, 0.711, -0.734, -0.680, 0.320, -1.541, 2.270, -1.564, 2.346, -1.336, 2.097, 1.438, -0.504, -1.319, -1.601, -1.748, 0.464, 0.204, 0.085, -0.187, 0.539, -0.163, -1.396, -0.065, 0.266, -0.072, 0.052, 0.591, 0.104, 0.356, 0.049, 0.633, -0.074, 0.081, 0.783, 0.232, -0.642, 0.190, -0.863, 0.624, -0.529, -0.562, 0.344, 0.324, 0.110, 0.804, -0.573, -1.129, 0.613, -0.335, -0.230, 0.344, 0.393, 0.146, -0.141, 0.606, -0.516, -1.296, 0.399, -0.294, 0.227, 0.352, 0.350, 0.310, -0.594, 0.435, -0.565, -0.875, 0.243, 0.264, 0.296, 0.353, 0.264, 0.185, -1.134, 0.796, -0.490, -0.981, 0.373, 0.347, 0.269, 0.362, 0.445, 0.029, -1.353, 0.822, -0.560, 0.018, 0.352, 0.338, 0.366, 0.495, -0.338, -0.122, -1.152, 0.449, -0.508, -0.212



Molecular formula: C46H92O29S5
Method: DFT, ωB97M-V with the def2-TZVPD basis set

Positions of all 172 atoms, in Å:
C  -3.85  -6.33  -7.16
C  -2.84  -6.59  -6.18
C  -1.74  -5.66  -6.42
O  -2.13  -4.95  -7.62
C  -3.14  -5.70  -8.29
H  -4.62  -5.72  -6.69
H  -4.28  -7.24  -7.58
H  -2.55  -7.63  -6.32
H  -3.13  -6.49  -5.13
H  -0.89  -6.31  -6.65
H  -1.52  -5.00  -5.58
H  -2.65  -6.37  -8.99
H  -3.87  -5.19  -8.93
C  7.40  -4.02  -3.86
C  6.36  -4.76  -4.61
C  6.86  -6.21  -4.83
O  8.08  -6.18  -4.11
C  8.01  -5.11  -3.06
H  7.08  -3.20  -3.21
H  8.15  -3.57  -4.51
H  6.32  -4.14  -5.50
H  5.40  -4.74  -4.09
H  6.84  -6.54  -5.87
H  6.13  -6.90  -4.39
H  9.06  -4.89  -2.90
H  7.51  -5.36  -2.13
C  -6.64  7.54  2.13
C  -5.94  6.21  1.99
C  -6.52  5.45  0.85
O  -7.15  6.48  0.20
C  -7.66  7.50  1.08
H  -5.95  8.37  2.03
H  -7.01  7.60  3.15
H  -6.19  5.67  2.90
H  -4.85  6.25  1.96
H  -7.28  4.71  1.13
H  -5.72  5.00  0.26
H  -8.62  7.20  1.50
H  -7.94  8.46  0.63
C  0.49  1.33  0.99
C  1.15  1.24  -0.33
C  0.06  1.46  -1.38
O  -1.06  0.74  -0.74
C  -0.85  0.58  0.73
H  0.17  2.32  1.29
H  1.01  0.99  1.90
H  1.50  0.22  -0.44
H  1.91  1.99  -0.54
H  0.33  0.98  -2.31
H  -0.31  2.48  -1.47
H  -0.72  -0.51  0.77
H  -1.59  0.88  1.48
C  6.68  6.46  8.67
C  5.16  6.42  8.68
C  4.88  5.61  7.42
O  6.03  4.83  7.18
C  6.94  4.99  8.24
H  7.07  6.69  9.66
H  7.01  7.11  7.86
H  4.63  7.37  8.78
H  4.90  5.92  9.61
H  4.70  6.25  6.56
H  4.08  4.90  7.62
H  7.97  4.82  7.93
H  6.74  4.34  9.09
C  -6.94  -5.48  0.54
C  -7.03  -4.20  -0.31
C  -8.33  -4.38  -1.01
O  -8.24  -5.75  -1.34
C  -7.54  -6.51  -0.37
H  -7.46  -5.46  1.49
H  -5.95  -5.70  0.93
H  -6.19  -4.03  -0.99
H  -7.14  -3.33  0.34
H  -8.39  -3.71  -1.87
H  -9.27  -4.27  -0.47
H  -6.71  -6.95  -0.91
H  -8.20  -7.21  0.15
C  -9.38  -1.55  6.87
C  -9.88  -2.98  6.56
C  -10.63  -2.90  5.27
O  -9.92  -1.77  4.65
C  -9.03  -1.08  5.51
H  -8.47  -1.55  7.47
H  -10.04  -0.83  7.35
H  -10.52  -3.39  7.35
H  -9.10  -3.74  6.49
H  -11.69  -2.66  5.42
H  -10.58  -3.87  4.79
H  -9.16  -0.01  5.31
H  -7.99  -1.36  5.33
C  -0.62  10.47  -1.77
C  -1.66  10.48  -2.85
C  -1.74  9.06  -3.39
O  -0.39  8.73  -3.26
C  0.13  9.17  -1.99
H  -1.17  10.48  -0.82
H  0.01  11.36  -1.79
H  -1.17  10.98  -3.69
H  -2.59  11.00  -2.62
H  -2.01  9.10  -4.45
H  -2.40  8.38  -2.85
H  1.22  9.24  -2.03
H  -0.11  8.42  -1.24
C  8.47  -4.08  6.21
C  7.67  -2.75  6.31
C  7.22  -2.65  4.90
O  8.31  -3.17  4.17
C  9.25  -3.87  4.93
H  7.85  -4.97  6.03
H  9.16  -4.33  7.02
H  8.27  -1.88  6.55
H  6.80  -2.88  6.96
H  7.13  -1.61  4.57
H  6.26  -3.17  4.81
H  10.15  -3.29  5.12
H  9.51  -4.87  4.58
C  1.33  2.63  -11.62
C  1.22  4.00  -11.02
O  2.18  4.10  -9.99
S  3.32  2.94  -10.00
O  2.99  1.93  -9.03
O  4.69  3.56  -9.97
O  2.77  2.54  -11.55
H  1.08  2.72  -12.68
H  0.67  1.93  -11.11
H  0.28  4.29  -10.54
H  1.52  4.78  -11.72
C  -0.67  -1.83  10.86
C  0.60  -1.52  10.00
O  0.40  -1.70  8.64
S  -1.18  -1.92  8.35
O  -1.48  -2.92  7.31
O  -1.84  -0.60  8.34
O  -1.35  -2.57  9.88
H  -1.25  -0.94  11.10
H  -0.44  -2.33  11.80
H  1.25  -2.33  10.32
H  0.98  -0.54  10.28
C  11.05  2.37  -0.17
C  10.87  3.88  0.22
O  10.79  4.62  -1.00
S  10.29  3.61  -2.28
O  10.80  3.94  -3.57
O  8.84  3.40  -2.28
O  11.14  2.38  -1.59
H  10.34  1.76  0.38
H  12.01  2.08  0.27
H  11.77  4.16  0.78
H  10.04  3.89  0.92
C  -6.30  1.07  -8.68
C  -6.07  1.96  -7.42
O  -6.23  3.22  -8.01
S  -7.34  3.32  -9.24
O  -7.04  4.39  -10.16
O  -8.73  3.20  -8.70
O  -6.77  1.87  -9.76
H  -7.13  0.39  -8.46
H  -5.37  0.61  -8.99
H  -5.08  1.86  -6.99
H  -6.75  1.84  -6.57
C  1.79  -8.47  2.63
C  2.77  -7.97  1.50
O  2.28  -8.67  0.37
S  1.22  -9.86  0.69
O  1.54  -11.13  0.05
O  -0.15  -9.35  0.50
O  1.62  -9.84  2.29
H  0.85  -7.91  2.70
H  2.26  -8.37  3.61
H  3.80  -8.30  1.65
H  2.70  -6.91  1.26

Values from the calculation:
HOMO level (eV): -9.343
Relative energy (zero: lowest compared OMol25 entry of this formula, charge and spin) (kJ/mol): 777.08
Spin multiplicity: 1
Frontier orbital gap (eV): 9.4084
DFT total energy (hartree): -5980.19547
Charge: 0

Atomic partial charges in e from the Mulliken method, atoms 1 to 99: -0.414, -0.526, -0.370, -0.438, -0.452, 0.239, 0.267, 0.247, 0.289, 0.223, 0.331, 0.280, 0.325, -0.484, -0.533, -0.337, -0.430, -0.462, 0.329, 0.246, 0.248, 0.309, 0.311, 0.223, 0.315, 0.268, -0.469, -0.453, -0.362, -0.442, -0.392, 0.208, 0.301, 0.214, 0.304, 0.283, 0.232, 0.246, 0.330, -0.606, -0.474, -0.355, -0.414, -0.422, 0.264, 0.338, 0.248, 0.330, 0.250, 0.274, 0.264, 0.302, -0.569, -0.596, -0.385, -0.383, -0.414, 0.335, 0.282, 0.343, 0.257, 0.287, 0.264, 0.304, 0.276, -0.560, -0.426, -0.377, -0.418, -0.369, 0.215, 0.341, 0.257, 0.289, 0.263, 0.256, 0.249, 0.282, -0.479, -0.571, -0.351, -0.428, -0.360, 0.279, 0.255, 0.348, 0.270, 0.263, 0.265, 0.270, 0.238, -0.465, -0.540, -0.416, -0.404, -0.364, 0.262, 0.254, 0.201